Entry 1:
This record from the Open Molecules 2025 dataset describes the ion C3H9N2 with charge +1. The level of theory is ωB97M-V/def2-TZVPD.

The geometry in XYZ format:
```
14
Properties=species:S:1:pos:R:3:mulliken_charge:R:1
C 0.6948 0.2848 0.8458 -0.50
C -0.3731 -1.3741 -0.1962 -0.43
C -0.5528 1.1541 -1.0275 -0.81
N 0.7582 -1.0329 1.5643 -0.51
N -0.5838 0.0947 0.0377 0.09
H 0.5669 1.0956 1.4459 0.47
H 1.6534 0.4993 0.2588 0.36
H 0.4174 -1.6756 -0.8094 0.30
H -1.1072 -2.0498 -0.2479 0.35
H -1.2091 0.7360 -1.8256 0.36
H -0.9751 2.1673 -0.6653 0.32
H 0.3563 1.3586 -1.4512 0.38
H 1.6567 -1.4611 1.3700 0.29
H -1.3027 0.2032 0.7005 0.34
```

Properties
* charge: +1
* multiplicity: 1
* LUMO level (spin up / spin down): -5.28 / -5.28 eV
* HOMO-LUMO gap (spin up / spin down): 0.346 / 0.346 Ha
* energy above the lowest of the compared OMol25 structures with the same formula, charge and spin: 507.0 kJ/mol

---

Entry 2:
This record from the Open Molecules 2025 dataset describes a cluster of 2 separate species, C3H9N2 in total. The level of theory is ωB97M-V/def2-TZVPD.

The geometry in XYZ format:
```
14
Properties=species:S:1:pos:R:3:mulliken_charge:R:1
C 2.1197 -1.0307 -0.1389 -1.17
C 1.0164 -0.0130 -0.0756 0.74
C -0.2220 -0.3544 -0.2385 -0.27
N -3.8476 0.1339 0.3123 -0.56
N 1.5903 1.2793 0.1683 -0.42
H 2.9299 -0.9487 -0.8225 0.39
H 2.5344 -0.9221 0.8484 0.39
H 1.6174 -2.0932 -0.2028 0.36
H -0.5281 -1.0243 -1.0532 0.37
H -4.2162 -0.4655 1.1054 0.22
H -4.5387 0.4816 -0.3163 0.21
H -2.9518 -0.0358 -0.0481 0.15
H 0.9813 2.0968 0.1921 0.28
H 2.4881 1.4071 -0.3490 0.30
```

Properties
* charge: +1
* multiplicity: 1
* LUMO level: -8.16 eV
* HOMO-LUMO gap: 0.155 Ha
* energy above the lowest of the compared OMol25 structures with the same formula, charge and spin: 576.2 kJ/mol

---

Entry 3:
This record from the Open Molecules 2025 dataset describes the ion C3H9N2 with charge +1. The level of theory is ωB97M-V/def2-TZVPD.

The geometry in XYZ format:
```
14
Properties=species:S:1:pos:R:3:mulliken_charge:R:1
C -1.7114 -1.1832 -0.5965 -0.61
C -0.4001 -1.2919 -0.4185 -0.14
N 0.4401 -0.5024 0.5418 -0.11
C 0.1937 0.9988 0.3485 -0.19
N 1.3985 1.6541 0.0082 -0.51
H -2.2899 -0.3989 -0.1292 0.28
H -2.1927 -1.9592 -1.1678 0.28
H 0.1460 -2.1610 -0.7588 0.28
H 1.3522 -0.8299 0.2180 0.35
H 0.2834 -0.8606 1.4843 0.36
H -0.2203 1.3547 1.2836 0.34
H -0.5534 1.1996 -0.4376 0.29
H 2.0178 1.3970 -0.7391 0.17
H 1.5362 2.5828 0.3629 0.20
```

Properties
* charge: +1
* multiplicity: 1
* LUMO level: -3.62 eV
* HOMO-LUMO gap: 0.383 Ha
* SMILES string: C=C[NH2+]CN
* energy above the lowest of the compared OMol25 structures with the same formula, charge and spin: 201.6 kJ/mol

---

Entry 4:
This record from the Open Molecules 2025 dataset describes the ion C3H9N2 with charge +1. The level of theory is ωB97M-V/def2-TZVPD.

The geometry in XYZ format:
```
14
Properties=species:S:1:pos:R:3:mulliken_charge:R:1
C 0.5094 -0.9926 -0.5333 -0.14
C 0.1389 1.4790 -0.9637 -0.78
C -0.9047 0.3067 1.1375 -0.90
N 0.5772 -2.2084 0.1140 -0.24
N 0.1464 0.2368 -0.0706 0.13
H 0.8070 -1.0535 -1.5266 0.35
H 0.8891 -2.9830 -0.4227 0.25
H 0.9858 2.0490 -0.6046 0.37
H 0.3671 1.2839 -1.9803 0.33
H -0.7191 2.1242 -0.9327 0.33
H -1.5373 1.1678 1.2553 0.35
H -1.3512 -0.6899 1.1480 0.31
H -0.3670 0.3202 2.0048 0.42
H 0.2444 -2.2911 1.0205 0.22
```

Properties
* charge: +1
* multiplicity: 3
* LUMO level (spin up / spin down): -2.90 / -8.05 eV
* HOMO-LUMO gap (spin up / spin down): 0.291 / 0.307 Ha
* expectation value of S²: 2.01
* energy above the lowest of the compared OMol25 structures with the same formula, charge and spin: 53.0 kJ/mol

---

Entry 5:
This record from the Open Molecules 2025 dataset describes an isolated molecule of C3H9N2O. The level of theory is ωB97M-V/def2-TZVPD.

The geometry in XYZ format:
```
15
Properties=species:S:1:pos:R:3:mulliken_charge:R:1
C 0.5045 -0.4526 -0.8863 -1.18
C 0.0364 0.0416 0.4653 -0.75
C -1.4855 -0.0759 0.5732 0.53
N -2.0204 0.3501 1.7431 -0.39
O -2.1704 -0.5156 -0.3236 -0.58
N 1.8163 0.1575 -1.2701 -1.83
H 0.6945 -1.5268 -0.8153 0.03
H -0.1876 -0.2428 -1.6877 0.51
H 0.3378 1.0718 0.6684 0.40
H 0.4435 -0.5724 1.2689 0.33
H -1.5027 0.6528 2.5491 0.20
H -2.9969 0.1377 1.8850 0.25
H 1.8391 1.2006 -1.2233 0.74
H 2.6307 -0.1627 -0.6858 0.90
H 2.0607 -0.0633 -2.2608 0.84
```

Properties
* multiplicity: 2
* LUMO level (spin up / spin down): 0.66 / 0.56 eV
* HOMO-LUMO gap (spin up / spin down): 0.163 / 0.405 Ha
* expectation value of S²: 0.75
* energy above the lowest of the compared OMol25 structures with the same formula, charge and spin: 93.3 kJ/mol

---

Entry 6:
This record from the Open Molecules 2025 dataset describes a cluster of 2 separate species, C3H9N2O in total. The level of theory is ωB97M-V/def2-TZVPD.

The geometry in XYZ format:
```
15
Properties=species:S:1:pos:R:3:mulliken_charge:R:1
C 0.6654 -0.2900 -0.5140 -0.13
C 1.2317 -1.7487 1.3486 -0.82
C -0.6014 1.1782 -1.4481 -0.34
N 0.5198 -0.6618 0.6944 0.18
N -1.6162 1.4880 -0.5792 -0.46
O -0.4909 -0.0997 1.4833 -0.38
H 1.3258 -0.6410 -1.2909 0.34
H 1.9711 -1.3216 1.8820 0.38
H 1.5755 -2.3400 0.5177 0.29
H 0.5113 -1.9734 2.1031 0.35
H -0.8859 0.4616 -2.3382 0.31
H 0.2120 1.7429 -1.7590 0.42
H -0.7364 0.8207 1.3015 0.36
H -2.4372 0.9590 -0.4494 0.22
H -1.6714 2.3709 -0.1247 0.28
```

Properties
* charge: +1
* multiplicity: 1
* LUMO level: -3.72 eV
* HOMO-LUMO gap: 0.369 Ha
* energy above the lowest of the compared OMol25 structures with the same formula, charge and spin: 567.5 kJ/mol

---

Entry 7:
This record from the Open Molecules 2025 dataset describes a cluster of 2 separate species, C3H9N2O in total. The level of theory is ωB97M-V/def2-TZVPD.

The geometry in XYZ format:
```
15
Properties=species:S:1:pos:R:3:mulliken_charge:R:1
C -1.7074 0.2128 -0.6425 -0.09
C -1.0917 0.3734 0.6713 -0.49
C 1.3690 -0.0631 0.5765 0.03
N 1.8174 1.0364 0.0111 -0.40
N 1.1396 -1.1456 -0.1447 -0.38
O -2.2521 -0.6094 0.4907 -0.24
H -2.5368 0.8969 -1.0322 0.25
H -1.1424 -0.3323 -1.3650 0.22
H -1.6775 1.0818 1.4016 0.24
H 1.1336 -0.0767 1.6390 0.46
H 1.7741 1.9171 0.5889 0.28
H 2.6611 1.0049 -0.5874 0.27
H 0.5423 -1.8838 0.2395 0.26
H 1.4791 -1.2472 -1.1135 0.24
H -1.9138 -1.4349 0.3455 0.35
```

Properties
* charge: +1
* multiplicity: 1
* LUMO level: -3.61 eV
* HOMO-LUMO gap: 0.316 Ha
* energy above the lowest of the compared OMol25 structures with the same formula, charge and spin: 565.8 kJ/mol

---

Entry 8:
This record from the Open Molecules 2025 dataset describes the ion C3H9N2O with charge +1. The level of theory is ωB97M-V/def2-TZVPD.

The geometry in XYZ format:
```
15
Properties=species:S:1:pos:R:3:mulliken_charge:R:1
C -1.4987 0.1107 -1.1729 -1.13
C -1.0426 -0.5325 0.0706 -0.16
N 0.4889 -0.9725 -0.0282 -0.31
N 1.4941 -0.2713 0.3110 0.91
C 1.3135 0.9520 1.0680 -0.88
O 2.5525 -0.6153 -0.1002 -0.48
H -1.1319 -0.3565 -2.1348 0.33
H -2.5316 0.2417 -1.2301 0.39
H -1.1097 1.0851 -1.4670 0.33
H -1.1286 0.1613 0.9424 0.26
H -1.7302 -1.4321 0.0621 0.29
H 0.5346 -1.9331 -0.5248 0.33
H 0.8309 0.6757 2.0036 0.41
H 0.7025 1.7053 0.5282 0.40
H 2.2562 1.1816 1.6722 0.32
```

Properties
* charge: +1
* multiplicity: 1
* LUMO level: -5.44 eV
* HOMO-LUMO gap: 0.397 Ha
* SMILES string: CCN[N+](C)=O
* energy above the lowest of the compared OMol25 structures with the same formula, charge and spin: 535.5 kJ/mol

---

Entry 9:
This record from the Open Molecules 2025 dataset describes the ion C3H9N2O with charge +1. The level of theory is ωB97M-V/def2-TZVPD.

The geometry in XYZ format:
```
15
Properties=species:S:1:pos:R:3:mulliken_charge:R:1
N 1.7531 1.5186 0.8983 -0.38
C 1.0509 0.4695 0.4389 0.70
O 1.5718 -0.5943 0.0808 -0.69
C -0.4127 0.6449 0.2267 -0.65
C -1.1370 -0.2956 -0.6669 -0.62
N -0.5827 -1.6810 -0.6317 -0.28
H 2.6258 1.2983 1.3487 0.25
H 1.4885 2.4866 0.7833 0.22
H -0.8321 0.7058 1.2629 0.32
H -0.6421 1.7061 -0.0078 0.39
H -2.2536 -0.4507 -0.4394 0.33
H -1.2120 0.1329 -1.6668 0.35
H -1.0063 -2.1772 0.1800 0.37
H -0.8819 -2.2176 -1.4386 0.33
H 0.4703 -1.5465 -0.3685 0.37
```

Properties
* charge: +1
* multiplicity: 1
* LUMO level: -3.30 eV
* HOMO-LUMO gap: 0.426 Ha
* SMILES string: NC(=O)CC[NH3+]
* energy above the lowest of the compared OMol25 structures with the same formula, charge and spin: 52.4 kJ/mol

---

Entry 10:
This record from the Open Molecules 2025 dataset describes a structure of composition C3H9N2O. The level of theory is ωB97M-V/def2-TZVPD.

The geometry in XYZ format:
```
15
Properties=species:S:1:pos:R:3:mulliken_charge:R:1
C 1.7840 0.6004 -0.1295 -0.35
C 0.2684 0.2595 -0.1216 0.87
C -0.3538 0.4603 1.2357 -1.44
N -0.3439 0.8631 -1.1519 -0.39
N 0.0561 -1.5906 -0.3350 -0.56
O 2.6398 -0.2087 -0.2937 -0.24
H 1.9585 1.6673 0.0602 0.43
H -0.0963 1.4597 1.5883 0.35
H 0.0237 -0.2470 1.9665 0.40
H -1.4370 0.3963 1.1829 0.43
H -1.3377 1.0197 -1.1549 0.23
H 0.1431 0.9996 -2.0245 0.27
H 0.9953 -1.9833 -0.4417 0.33
H -0.4871 -1.7404 -1.1860 0.32
H -0.4234 -1.9929 0.4671 0.32
```

Properties
* charge: +1
* multiplicity: 3
* LUMO level (spin up / spin down): -3.31 / -7.22 eV
* HOMO-LUMO gap (spin up / spin down): 0.283 / 0.300 Ha
* expectation value of S²: 2.01
* energy above the lowest of the compared OMol25 structures with the same formula, charge and spin: 52.2 kJ/mol

---

Entry 11:
This record from the Open Molecules 2025 dataset describes a cluster of 2 separate species, C3H9N2O2 in total. The level of theory is ωB97M-V/def2-TZVPD.

The geometry in XYZ format:
```
16
Properties=species:S:1:pos:R:3:mulliken_charge:R:1
C 0.4760 -0.8058 -0.4547 0.44
C 0.1592 -0.5321 1.9022 0.28
C 1.2457 1.0056 -1.8177 -0.99
N 0.1061 -1.2292 0.8234 -0.14
N 0.8719 0.3691 -0.6083 -0.27
O 0.5196 -1.9849 -1.1925 -0.55
O -0.0317 -0.9723 3.0813 -0.34
H -1.6759 1.8484 -0.0365 0.21
H -1.2984 1.2250 0.1493 -0.23
H 2.1944 0.5917 -2.1874 0.40
H 0.5962 0.8615 -2.6304 0.37
H 1.4877 2.0545 -1.4267 0.28
H -0.0099 -2.3223 0.7697 0.38
H 0.5016 0.5091 1.9424 0.41
H 0.9425 -1.9163 -2.1297 0.39
H 0.0456 -1.9540 3.0240 0.35
```

Properties
* charge: +1
* multiplicity: 1
* LUMO level: -4.74 eV
* HOMO-LUMO gap: 0.352 Ha
* energy above the lowest of the compared OMol25 structures with the same formula, charge and spin: 382.5 kJ/mol

---

Entry 12:
This record from the Open Molecules 2025 dataset describes the ion C3H9N2O2 with charge +1. The level of theory is ωB97M-V/def2-TZVPD.

The geometry in XYZ format:
```
16
Properties=species:S:1:pos:R:3:mulliken_charge:R:1
C -1.9742 -0.7252 -0.2050 -1.12
C -0.6773 0.0279 -0.0139 0.69
N -0.7371 1.3548 0.1635 -0.33
N 0.4609 -0.6389 0.1366 -0.18
C 1.8237 -0.0423 0.3804 0.16
O 1.9075 1.2777 -0.2484 -0.58
O 2.6998 -0.9691 -0.1826 -0.47
H -1.6542 -1.2505 -1.0939 0.37
H -2.7347 0.0294 -0.4275 0.35
H -2.2823 -1.2563 0.6611 0.34
H -1.5916 1.9570 0.1604 0.25
H 0.1057 1.9046 0.1479 0.25
H 0.3869 -1.6474 0.0724 0.25
H 1.9559 0.1434 1.5089 0.32
H 1.7152 1.2394 -1.2087 0.34
H 3.5088 -0.6762 0.1724 0.37
```

Properties
* charge: +1
* multiplicity: 1
* LUMO level: -3.43 eV
* HOMO-LUMO gap: 0.446 Ha
* SMILES string: C/C(N)=[NH+]/C(O)O
* energy above the lowest of the compared OMol25 structures with the same formula, charge and spin: 100.1 kJ/mol

---

Entry 13:
This record from the Open Molecules 2025 dataset describes a structure of composition C3H9N2O2. The level of theory is ωB97M-V/def2-TZVPD.

The geometry in XYZ format:
```
16
Properties=species:S:1:pos:R:3:mulliken_charge:R:1
C 1.2146 -0.2563 0.1894 0.20
C -0.7535 -0.7738 0.0398 -0.32
C -0.4249 1.7046 -0.2757 -0.86
N 0.4191 -1.4506 0.2913 -0.26
N -0.0632 0.3778 -0.5869 0.04
O 2.3754 -0.3406 -0.4201 -0.43
O -1.8329 -1.2721 -0.4982 -0.40
H 1.2289 0.3987 1.1112 0.42
H -1.1524 0.1207 1.8966 0.07
H 0.1748 2.4415 -0.7320 0.42
H -1.4015 2.2601 -0.5902 0.30
H -0.5636 1.9132 0.8352 0.28
H 0.5575 -2.0945 1.0880 0.29
H 0.1829 0.1109 -1.6105 0.42
H 2.4978 -1.2565 -0.7248 0.38
H -2.4591 -1.8830 -0.0133 0.43
```

Properties
* charge: +1
* multiplicity: 1
* LUMO level (spin up / spin down): -4.48 / -4.43 eV
* HOMO-LUMO gap (spin up / spin down): 0.312 / 0.331 Ha
* energy above the lowest of the compared OMol25 structures with the same formula, charge and spin: 653.2 kJ/mol

---

Entry 14:
This record from the Open Molecules 2025 dataset describes a structure of composition C3H9N2O2. The level of theory is ωB97M-V/def2-TZVPD.

The geometry in XYZ format:
```
16
Properties=species:S:1:pos:R:3:mulliken_charge:R:1
C 0.4533 -1.3556 0.2634 -0.45
C 0.3644 0.0948 0.7344 -0.37
C -1.0489 0.5473 0.0752 -0.12
N -0.3075 -0.1040 -1.4842 -0.54
N 1.3692 0.9934 0.1376 -0.22
O -0.2012 -1.4459 -1.0102 -0.25
O -2.1179 -0.1318 0.4540 -0.41
H 1.5687 -1.5469 0.0757 0.29
H 0.1715 -2.0902 1.0180 0.37
H 0.2834 0.1009 1.9396 0.44
H -1.2151 1.5634 -0.3520 0.41
H -0.9139 -0.1129 -2.3056 0.29
H 1.0008 0.7082 -0.9170 0.55
H 2.2538 0.6505 0.4251 0.30
H 1.3362 1.9609 0.5722 0.35
H -2.9966 0.1678 0.3739 0.38
```

Properties
* charge: +1
* multiplicity: 1
* LUMO level: -3.29 eV
* HOMO-LUMO gap: 0.365 Ha
* energy above the lowest of the compared OMol25 structures with the same formula, charge and spin: 529.4 kJ/mol

---

Entry 15:
This record from the Open Molecules 2025 dataset describes a cluster of 2 separate species, C3H9N2O2S in total. The level of theory is ωB97M-V/def2-TZVPD.

The geometry in XYZ format:
```
17
Properties=species:S:1:pos:R:3:mulliken_charge:R:1
C 1.0089 -0.8162 0.0813 -0.70
C -0.0440 -1.2966 1.0378 -0.72
S 0.3929 -0.9753 2.7859 -0.62
N 0.4947 -0.6491 -1.2960 -0.07
C 0.3748 0.5050 -1.9825 0.51
N 0.2995 1.6492 -1.2035 -0.43
O 0.3278 0.5918 -3.2009 -0.70
H 1.3984 0.1550 0.3897 0.35
H 1.8213 -1.5425 0.0381 0.29
H -1.0325 -0.8888 0.7751 0.28
H -0.1968 -2.3658 0.9379 0.23
H 0.4558 -1.4792 -1.8645 0.22
H 0.2564 1.6158 -0.1937 0.20
H -0.2089 2.3965 -1.6470 0.24
H -1.8065 1.1462 1.0102 0.31
H -1.5405 0.6083 2.3903 0.29
O -2.0012 1.3458 1.9416 -0.66
```

Properties
* charge: -1
* multiplicity: 1
* LUMO level: 3.52 eV
* HOMO-LUMO gap: 0.244 Ha
* energy above the lowest of the compared OMol25 structures with the same formula, charge and spin: 48.8 kJ/mol

---

Entry 16:
This record from the Open Molecules 2025 dataset describes a cluster of 2 separate species, C3H9N2O2S in total. The level of theory is ωB97M-V/def2-TZVPD.

The geometry in XYZ format:
```
17
Properties=species:S:1:pos:R:3:mulliken_charge:R:1
N 0.9498 1.7841 0.8962 -0.77
C -0.0043 0.6756 0.7418 0.06
C -1.2407 1.1146 -0.0989 -0.61
S -2.2766 2.1394 0.9697 -0.63
C 0.7313 -0.5346 0.0940 0.23
N 1.9407 -0.8225 0.6760 -0.36
O 0.2739 -1.1859 -0.8225 -0.66
H 0.4397 2.4625 1.4556 0.33
H 0.9483 2.2334 -0.0178 0.29
H -0.2948 0.2829 1.7145 0.26
H -0.9128 1.7465 -0.9257 0.22
H -1.7376 0.2337 -0.5061 0.16
H 2.3654 -0.1287 1.2679 0.22
H 2.4397 -1.6904 0.5884 0.21
H -0.5750 -2.7705 -1.5533 0.43
H -1.8524 -2.4242 -2.2905 0.30
O -1.1947 -3.1159 -2.1894 -0.68
```

Properties
* charge: -1
* multiplicity: 1
* LUMO level: 3.51 eV
* HOMO-LUMO gap: 0.228 Ha
* energy above the lowest of the compared OMol25 structures with the same formula, charge and spin: 94.3 kJ/mol